1.
ORCA calculation (ωB97M-V/def2-TZVPD) on a cluster of 9 separate species, C56H130N8O10 in total at a distorted geometry.

## Properties
Molecular weight   1075.702 g/mol
Expectation value of S²   0.79
HOMO level (spin up / spin down)   -22.713 / -22.713 eV
Spin multiplicity   2
Total charge   +7

```
204
Properties=species:S:1:pos:R:3:forces:R:3:mulliken_charge:R:1
O 1.299 -2.088 -0.319 -1.0 3.5 0.4 -0.397
O -5.568 2.703 0.706 0.7 1.8 0.4 -0.173
O 5.520 2.713 4.349 -0.4 0.1 0.1 -0.479
O -2.336 1.915 0.256 0.3 -0.2 -0.1 -0.326
O 4.535 -0.366 -0.240 0.4 0.0 0.4 -0.484
O -2.488 0.204 -1.885 2.5 -1.5 2.1 -0.148
O 3.957 -6.513 1.283 -0.9 0.3 -0.4 -0.508
O -3.960 1.178 4.436 2.9 2.7 0.3 -0.410
O -1.476 -1.360 -6.849 -0.7 1.3 0.3 -0.546
O 2.099 0.430 1.056 -3.2 -1.5 -1.2 -0.973
N -1.125 -2.887 3.244 -1.1 0.3 1.9 0.832
N 0.621 4.137 -2.748 -0.3 -1.1 2.3 0.773
N 7.131 1.666 -1.915 0.9 0.0 -1.5 -0.084
N -2.837 -2.729 -4.527 -1.4 0.6 0.5 0.120
N -4.598 1.821 -2.040 -0.5 -0.3 0.7 0.439
N 2.533 3.042 4.045 0.1 1.2 1.4 0.285
N -2.766 3.879 2.132 0.3 0.0 1.0 -0.050
N 2.762 -5.582 -1.597 -0.6 -1.1 0.0 0.128
C -3.701 1.964 3.279 -1.1 -2.7 -0.7 -0.322
C 1.246 -3.563 3.040 -0.1 -0.4 0.2 -0.365
C -5.909 1.403 -1.317 0.1 -2.7 -0.7 -0.071
C -4.209 -2.035 -4.929 0.8 -0.2 -0.2 -0.889
C 1.610 1.768 -3.305 -1.3 -0.3 0.8 2.632
C -2.487 -2.509 5.579 0.8 0.5 -0.3 -0.278
C 5.081 0.833 -0.729 -0.1 -0.8 -0.6 1.298
C 6.418 0.427 -1.321 0.7 1.4 -1.3 -1.251
C -1.475 -0.655 -5.593 -0.5 -3.2 -1.1 -0.472
C 0.900 0.230 0.572 4.5 2.1 0.6 0.107
C -1.386 1.140 0.118 1.4 0.1 -0.5 0.228
C 2.676 -6.784 0.689 1.4 -0.9 0.4 -0.198
C 0.885 4.193 -1.161 -1.0 -0.5 -0.9 0.284
C -6.612 3.730 0.554 -1.0 -1.0 -0.6 -0.924
C -3.244 -3.688 1.887 -0.5 1.9 0.0 -0.612
C -4.215 -3.159 0.733 0.5 -1.4 1.0 -1.141
C 7.735 2.431 -0.731 0.3 0.7 -1.9 -0.856
C 2.486 0.744 -4.049 1.5 1.6 -1.1 -1.207
C 1.302 -5.146 -1.550 0.7 1.3 -1.6 -1.152
C 2.695 -0.584 -3.391 -0.7 -0.9 1.5 -0.277
C -1.702 -3.480 4.641 0.1 -0.4 -0.5 -0.892
C -0.212 -1.724 3.627 -1.3 -0.4 -0.1 0.039
C 8.274 1.187 -2.922 -0.1 1.0 1.1 -0.906
C 3.714 -4.544 -0.956 -1.0 -1.1 0.2 -0.829
C 3.167 -5.852 -3.074 -0.7 -1.0 1.0 -0.793
C -0.014 1.292 0.677 -3.4 -1.8 -1.2 -0.271
C -5.701 1.378 0.221 -0.9 2.0 -0.2 -0.200
C -2.717 -3.861 -5.483 0.5 -0.2 -1.7 -0.923
C -0.850 3.625 -2.949 1.6 0.4 -1.8 -1.180
C 0.991 6.447 -1.929 1.6 -0.2 0.9 -1.021
C -3.420 -3.125 6.634 -0.8 -0.4 -1.2 -0.748
C -3.025 -3.364 -3.103 0.1 1.4 -1.3 -0.465
C -2.837 -4.200 7.507 0.7 0.0 0.2 -1.348
C -2.622 3.009 3.392 -2.0 1.8 0.2 1.751
C 0.828 5.591 -3.132 -0.5 -0.9 -1.4 -0.303
C 2.947 4.087 5.104 0.5 -0.5 0.2 -0.917
C -1.119 3.416 -4.500 0.0 -0.6 1.5 -0.467
C 1.597 5.495 -0.874 -0.4 -0.2 -0.4 -0.506
C -2.325 -2.455 2.348 1.2 -2.0 -0.5 0.633
C -2.882 3.933 4.574 1.2 -0.1 1.3 -1.582
C 6.329 2.610 -2.887 -0.3 -1.2 1.1 -1.018
C -6.414 -0.024 -1.780 0.5 1.0 0.0 -1.423
C 1.720 3.305 -3.444 -0.1 -0.7 -0.8 -1.618
C 2.920 3.520 2.640 0.8 -0.2 0.5 -1.064
C 2.888 -6.972 -0.814 -0.5 1.7 -0.2 -0.519
C 0.990 2.970 4.200 1.0 -0.9 -0.8 -0.449
C -1.602 -1.744 -4.512 -1.1 0.4 0.7 0.335
C -4.964 0.257 4.371 -0.8 -1.0 -0.3 -0.466
C -0.179 -3.842 2.491 -0.8 -0.1 1.2 -0.674
C -0.544 -1.043 -1.056 -3.6 1.5 -1.1 -0.649
C -1.588 0.013 -1.023 0.2 2.1 -0.1 0.793
C -2.501 2.827 -4.916 0.8 1.1 -0.1 -1.095
C 0.632 -0.977 -0.322 1.6 -4.0 1.0 -0.146
C 3.251 1.689 4.467 -0.2 0.6 -1.3 -0.201
C 1.187 -2.293 3.864 -0.2 1.9 -0.9 -0.673
C 4.719 1.592 4.080 0.7 -0.4 -1.2 -0.696
H -2.312 -4.328 4.330 0.0 0.0 0.1 0.504
H -3.851 -2.334 7.249 0.2 0.2 -0.1 0.483
H 3.983 -6.947 2.139 0.2 -0.1 0.2 0.313
H 5.716 3.302 -2.309 0.1 0.0 -0.1 0.298
H 8.997 0.574 -2.385 -0.5 -0.6 -0.3 0.384
H 1.681 1.600 -2.231 0.0 -0.5 0.3 -1.266
H -1.448 4.467 -2.600 -0.2 -0.3 0.4 0.781
H -2.701 3.351 1.274 0.3 -0.7 -0.6 -0.059
H 3.715 -3.577 -1.460 0.1 -0.4 -0.5 0.343
H 1.981 -3.383 2.256 -0.2 -0.6 -0.2 -0.001
H 0.711 2.436 5.108 0.3 -0.1 -0.1 0.407
H 3.682 -0.170 0.153 -0.5 -0.1 0.5 -0.035
H 3.471 1.194 -4.170 0.3 0.0 0.1 0.266
H -3.599 -4.502 -5.511 0.0 0.2 0.6 0.448
H -4.686 -0.517 3.655 -0.3 -0.3 -0.5 0.059
H 8.849 2.047 -3.267 -0.1 0.4 0.6 0.430
H -0.668 -1.191 4.461 0.1 0.0 -0.1 0.532
H -4.620 1.783 -3.049 -0.9 0.5 -0.5 0.631
H -3.418 -2.577 -2.460 0.1 0.0 0.0 0.034
H 4.661 -5.080 -0.904 0.1 0.5 -0.1 0.454
H 0.543 -5.739 -2.060 0.7 -1.3 0.4 0.448
H -5.676 -0.816 -1.661 0.4 0.1 -0.4 0.113
H -3.300 3.565 -4.848 -0.1 -0.1 0.3 0.537
H 3.175 -4.981 -3.729 0.3 0.2 0.6 0.276
H -4.954 -2.823 -5.033 0.2 0.0 0.2 0.426
H -2.848 3.294 5.456 0.0 0.0 0.1 0.421
H -0.024 5.954 -3.709 0.3 -0.3 -0.5 0.403
H -3.707 -4.138 2.766 -0.6 0.4 -0.2 0.469
H -5.909 0.732 4.108 -0.3 -0.2 0.0 0.349
H -0.920 4.393 -4.941 -0.3 -0.2 -0.4 0.561
H 2.922 3.634 6.095 -0.4 -0.3 -0.1 0.443
H -7.003 3.808 -0.460 0.2 -0.4 -0.3 0.340
H 0.086 6.911 -1.539 0.0 0.0 -0.4 0.346
H -0.977 -1.861 -1.613 1.1 -0.7 -0.1 0.240
H 3.471 -1.243 -3.780 0.2 0.5 -0.3 0.650
H 3.141 1.530 5.540 -0.6 0.2 -0.2 0.611
H 3.989 3.726 2.581 0.1 -0.2 0.7 0.522
H 2.878 -0.450 -2.325 0.6 0.2 0.2 -0.278
H -5.196 -2.759 0.991 0.4 0.5 0.5 0.380
H 6.393 2.353 4.174 0.7 0.7 0.3 0.360
H 2.279 -7.714 1.095 0.1 -0.3 -0.2 0.607
H -4.353 2.745 -1.714 -0.1 0.6 -0.1 0.560
H 4.009 4.305 4.995 -0.3 0.5 -0.5 0.426
H -2.647 -3.456 -6.492 0.0 0.2 0.1 0.448
H -6.314 4.760 0.750 0.9 -0.4 0.5 0.311
H 6.335 -0.325 -2.107 -0.3 0.1 0.0 0.308
H 1.707 3.576 -4.500 -0.1 0.1 0.0 0.514
H 1.587 -2.334 4.877 -0.8 -0.4 0.2 0.594
H 2.674 5.378 -0.994 0.0 0.2 0.1 0.339
H 1.711 5.384 -3.736 0.0 1.8 -0.2 0.437
H -4.581 -1.271 -4.246 0.5 -0.3 0.5 0.218
H -1.835 -4.487 -5.350 0.1 0.2 0.5 0.396
H -3.762 -4.162 -3.197 0.3 0.0 0.0 0.553
H 0.232 2.143 1.294 0.0 0.0 -0.1 0.548
H 1.929 -6.057 1.009 -0.1 0.5 -0.5 -0.173
H -0.710 -2.369 -4.471 -0.1 -0.1 0.2 0.579
H 3.350 -4.362 0.055 0.1 -0.2 0.0 0.173
H -7.487 3.511 1.166 0.2 -0.2 0.3 0.349
H 4.387 1.183 -1.494 0.2 0.4 -0.6 -0.393
H -2.010 4.544 2.212 0.1 0.5 -0.3 0.479
H 1.820 -1.231 -3.323 -0.6 0.1 -0.5 -0.044
H 1.598 -4.316 3.746 -0.1 -0.5 -0.6 0.446
H 7.186 0.065 -0.637 -0.6 -0.2 0.4 0.443
H 1.305 3.263 -0.778 0.4 0.0 -0.5 -0.377
H -3.442 1.303 2.452 0.8 -0.7 -0.2 -0.242
H -6.788 0.091 -2.798 0.1 -0.5 -0.1 0.432
H -0.355 -3.678 1.428 0.4 0.3 0.0 0.050
H 3.886 -7.328 -1.069 -0.1 -0.2 0.4 0.478
H 2.433 -6.549 -3.480 -0.2 0.1 0.1 0.424
H 5.250 0.714 4.448 -0.9 -0.4 1.2 0.673
H 1.346 5.836 0.131 0.3 0.0 0.0 0.418
H 2.745 0.988 3.803 -0.1 -0.5 0.6 0.042
H -5.008 -0.248 5.336 -0.3 0.3 0.0 0.270
H -3.770 1.266 -1.874 0.5 -0.8 1.0 -0.659
H 4.833 1.325 3.030 -0.7 0.4 -0.8 0.020
H 0.608 1.466 -3.608 -0.4 0.2 0.4 -0.944
H -0.371 2.715 -4.871 0.1 0.2 -0.1 0.232
H 6.977 3.118 -3.601 0.3 0.1 0.6 0.468
H -3.618 -2.495 0.108 -0.2 0.2 -0.2 0.085
H -1.589 2.668 3.336 -0.2 -0.4 0.3 -1.016
H -0.762 -1.999 -6.900 0.4 0.1 0.0 0.416
H -1.798 -2.093 1.466 0.0 0.1 -0.3 -0.503
H -3.596 -4.778 8.035 0.1 0.2 0.0 0.403
H 6.983 3.031 -0.218 -0.1 -0.3 -0.1 0.377
H -0.832 -3.894 5.150 0.1 0.1 -0.1 0.746
H -3.637 4.391 2.115 -0.6 0.2 0.3 0.462
H -2.366 -0.030 -5.520 0.2 0.2 -0.5 0.182
H -0.854 2.736 -2.319 -0.6 0.0 -0.1 0.312
H -4.642 2.268 2.821 -0.3 1.3 0.6 0.426
H -0.354 -1.132 2.722 0.9 0.6 0.1 -0.406
H -4.264 -3.476 6.040 -0.3 -0.5 0.2 0.423
H -4.806 0.883 0.597 0.4 -0.1 -0.8 -0.272
H -3.781 4.532 4.721 -0.5 -0.5 -0.9 0.424
H -0.592 -4.830 2.695 0.4 -0.2 0.1 0.524
H 0.918 -4.826 -0.582 0.6 0.0 -0.1 0.232
H 1.355 -4.343 -2.286 -0.3 0.9 0.6 0.454
H -3.103 -1.841 4.976 0.0 0.1 -0.1 -0.249
H -4.132 -1.557 -5.906 0.5 -0.3 -0.1 0.483
H -2.168 -3.722 8.223 -0.1 -0.2 0.3 0.367
H 2.671 3.663 -3.050 -0.1 0.1 0.2 0.953
H -2.202 -4.890 6.953 -0.2 -0.2 -0.1 0.308
H 1.748 7.178 -2.213 -0.4 0.5 0.3 0.433
H -4.481 -4.050 0.166 0.1 0.1 -0.3 0.469
H -2.747 -4.541 1.425 0.8 0.4 0.1 0.352
H -2.834 -1.585 2.763 -0.2 -0.5 0.4 -0.019
H -6.562 2.100 -1.843 -0.6 0.3 1.4 0.709
H 8.396 3.105 -1.277 0.3 0.3 0.7 0.453
H -1.784 -1.892 6.138 0.3 0.1 -0.2 0.445
H 5.173 1.663 -0.028 0.1 -0.2 0.6 0.175
H -0.549 -0.098 -5.450 0.0 0.2 0.3 0.110
H 2.192 0.642 -5.094 -0.4 0.0 0.0 0.614
H 5.706 1.951 -3.491 -0.1 0.0 0.2 0.492
H -2.091 4.666 4.731 0.4 0.0 -0.2 0.484
H -2.422 2.607 -5.980 -0.1 -0.2 0.0 0.519
H 2.505 4.498 2.396 -0.7 -0.3 0.3 0.511
H 4.084 -6.441 -3.056 0.3 0.6 -0.1 0.401
H 0.641 2.449 3.308 -0.1 -0.2 0.2 -0.417
H -2.749 1.908 -4.384 0.1 0.0 0.1 -0.327
H -0.127 4.193 -0.757 -0.1 0.3 0.1 -0.040
H 7.822 0.872 -3.862 -0.2 -0.9 0.5 0.423
H -1.772 -1.148 -3.615 0.3 -0.5 0.5 -0.876
H -2.049 -3.692 -2.746 -0.1 -0.2 -0.2 0.117
H 8.301 1.794 -0.051 -0.2 -0.1 -0.3 0.352
H 2.112 -7.624 -1.216 0.1 0.1 -0.3 0.429
H 2.759 2.747 1.888 -0.6 -0.1 0.2 0.152
H -6.477 0.852 0.778 -0.7 0.0 -0.6 0.618
H 0.508 3.947 4.242 0.6 0.2 -0.1 0.532
H 2.242 4.918 5.121 0.5 0.1 -0.4 0.370
H 1.834 -1.553 3.392 0.3 0.1 0.0 -0.159
H -7.232 -0.402 -1.168 -0.2 0.6 0.1 0.468
```
Positions in Å, forces in eV/Å.

***

2.
ORCA calculation (ωB97M-V/def2-TZVPD) on a structure of composition C50H57Ge2O2PtSiTe at a distorted geometry.

## Properties
Molecular weight   1185.988 g/mol
Expectation value of S²   2.01
HOMO level (spin up / spin down)   -10.648 / -11.037 eV
Spin multiplicity   3
Total charge   +1

```
114
Properties=species:S:1:pos:R:3:forces:R:3:mulliken_charge:R:1
Pt 15.683 12.944 12.980 0.0 0.6 1.3 1.521
Te 13.195 13.312 12.179 -0.5 0.2 0.0 -0.159
Ge 15.858 13.612 15.513 -1.2 0.2 -0.5 -1.131
Ge 17.853 14.154 13.121 -0.7 0.9 0.6 -0.712
Si 16.038 9.832 12.081 -0.4 -1.0 -0.1 -1.276
O 15.809 11.402 11.821 -0.2 1.4 -0.4 0.407
O 14.237 18.164 11.376 -0.4 -0.4 -0.4 -0.519
C 16.106 9.509 9.089 0.3 0.3 0.3 0.019
C 14.233 17.265 9.152 0.1 -1.1 1.0 -0.090
C 20.553 9.762 13.340 -0.7 -1.2 -0.9 -0.709
C 8.440 14.510 14.124 0.8 -0.2 0.6 -0.614
C 20.008 13.842 11.327 0.7 0.8 -0.8 -1.492
C 17.566 13.953 18.398 -0.2 -0.7 -0.1 0.122
C 15.619 7.675 10.494 0.0 -0.5 0.4 -0.250
C 14.223 18.391 10.183 1.2 0.3 -0.5 0.524
C 18.296 10.248 13.920 -1.6 0.0 0.2 0.315
C 17.963 13.708 19.714 -2.5 1.2 -0.5 -0.658
C 16.199 8.631 8.012 -0.2 0.3 -0.1 -0.619
C 20.095 9.145 12.163 0.4 0.7 0.0 -0.976
C 18.600 13.759 14.868 0.3 -0.6 0.5 0.350
C 17.772 9.688 12.756 0.8 0.0 -0.7 0.290
C 12.508 15.212 12.812 -0.5 1.2 0.8 -0.697
C 19.806 12.491 18.945 1.0 -0.8 -0.2 -0.622
C 18.724 9.220 11.846 0.3 -1.3 -0.6 -0.240
C 19.385 12.644 17.637 -0.8 0.8 0.8 -0.717
C 17.561 16.105 12.952 0.2 0.2 0.7 0.274
C 14.416 15.075 7.355 -0.3 0.0 1.0 -0.650
C 15.721 6.766 9.474 0.4 -0.2 -1.5 -0.745
C 11.109 15.000 13.356 -0.4 -0.4 0.0 0.292
C 17.879 16.881 14.254 -0.6 1.1 0.8 -1.201
C 13.998 8.504 15.497 -0.1 0.5 -0.5 -0.631
C 18.214 13.366 17.331 0.9 0.0 -0.6 -0.109
C 14.816 14.958 8.677 0.8 0.3 0.6 -0.708
C 10.648 13.701 13.534 -0.5 -0.2 0.4 0.540
C 14.500 19.805 9.686 -0.9 0.5 0.0 -1.395
C 16.067 7.272 8.185 -0.7 -2.1 0.9 -0.408
C 10.231 16.054 13.617 -0.3 0.3 -0.4 -0.632
C 14.687 9.199 13.254 0.1 0.2 -0.3 0.752
C 14.780 16.038 9.564 -0.5 -0.8 0.2 0.710
C 19.054 12.980 20.011 1.5 -0.4 0.8 -0.614
C 18.602 13.380 11.558 0.0 -0.9 -0.2 0.438
C 15.885 9.027 10.385 0.0 0.3 -0.2 -0.147
C 14.815 16.271 16.794 0.3 0.1 0.0 -1.749
C 12.356 9.087 13.846 -1.2 -0.2 0.3 -0.506
C 15.744 11.258 17.352 -1.3 -0.2 0.6 -1.042
C 9.319 13.460 13.950 0.7 -0.6 -0.6 -0.677
C 8.912 15.816 14.006 -0.2 0.8 -0.6 -0.630
C 14.986 8.816 14.550 0.6 0.0 0.6 -0.433
C 19.621 10.286 14.206 1.3 0.9 0.8 -0.281
C 17.767 13.550 15.902 0.6 0.7 0.5 0.474
C 12.660 8.659 15.150 0.7 0.0 -0.5 -0.650
C 13.857 16.248 6.945 0.0 1.0 -0.3 -0.652
C 13.324 9.295 12.904 1.3 -0.3 -0.2 -0.401
C 13.768 17.316 7.850 0.3 0.2 -0.4 -0.269
C 11.636 12.558 13.455 -0.5 0.0 0.2 -0.733
C 14.879 12.162 16.443 -0.2 -0.6 -0.8 0.280
C 14.723 15.336 15.574 1.3 -0.4 0.6 0.524
H 15.553 5.681 9.654 0.1 1.0 -0.3 0.370
H 18.349 8.783 10.894 0.6 0.3 0.7 0.237
H 16.127 6.501 7.386 0.1 1.1 0.3 0.335
H 16.704 11.014 16.901 0.0 -0.2 0.0 0.101
H 11.325 9.249 13.513 0.2 -0.4 0.4 0.520
H 20.107 14.941 11.202 -0.2 -0.5 0.3 0.301
H 15.084 15.836 10.606 0.0 0.5 -0.6 0.171
H 16.327 9.046 7.025 0.2 0.0 -0.2 0.413
H 14.378 15.865 17.690 -0.2 -0.3 0.4 0.422
H 14.286 8.221 16.500 0.0 -0.2 0.0 0.516
H 17.560 16.459 15.236 0.0 -0.4 -0.9 0.082
H 13.087 9.406 11.856 -0.3 0.5 -0.1 0.527
H 8.245 16.701 14.058 0.4 -0.8 0.3 0.353
H 20.390 13.436 10.372 0.1 -0.1 0.6 0.386
H 15.279 14.044 9.022 -0.1 -0.2 0.0 0.504
H 18.179 16.483 12.130 0.1 -0.1 0.1 0.538
H 14.432 14.249 6.697 0.3 -0.8 -0.6 0.455
H 16.541 16.288 12.625 -0.2 0.0 0.1 -0.192
H 20.763 11.945 19.072 -0.8 0.4 0.3 0.369
H 13.377 18.243 7.524 -0.5 0.8 -0.5 0.495
H 16.674 14.521 18.232 -0.4 0.4 -0.1 0.467
H 15.310 7.349 11.456 -0.1 -0.7 0.8 0.414
H 11.898 8.378 15.856 -0.3 0.2 0.1 0.459
H 13.539 20.335 9.434 0.8 -0.5 0.3 0.318
H 16.231 10.572 8.888 0.1 -0.1 0.2 0.366
H 20.601 13.528 12.177 0.6 0.0 -0.1 0.397
H 17.978 13.607 10.711 -0.5 0.1 -0.3 0.395
H 16.044 8.773 14.841 -0.4 -0.1 0.0 0.353
H 18.942 17.088 14.392 0.1 -0.2 -0.2 0.384
H 19.355 12.887 21.062 0.0 -0.3 -0.6 0.389
H 15.145 10.311 17.558 1.0 1.1 -0.1 0.337
H 10.517 17.089 13.392 0.1 -0.4 0.3 0.429
H 19.693 13.694 15.019 -0.5 0.2 0.0 0.387
H 15.937 11.780 18.307 0.0 -0.5 -0.4 0.437
H 18.572 12.299 11.723 0.0 0.0 -0.2 -0.262
H 11.181 11.627 13.054 0.6 0.6 0.2 0.606
H 15.008 20.364 10.491 -0.4 -0.3 -0.4 0.359
H 21.579 9.718 13.627 0.6 0.1 -0.1 0.477
H 15.001 15.935 14.723 0.1 0.0 -0.6 -0.109
H 11.983 12.428 14.485 0.4 -0.5 -0.3 0.309
H 8.973 12.415 14.078 0.3 0.8 0.0 0.389
H 7.467 14.229 14.465 -0.7 0.4 0.0 0.425
H 13.723 14.941 15.424 -0.2 0.1 0.1 0.393
H 14.047 12.637 16.999 0.3 -0.3 -0.3 0.677
H 20.848 8.687 11.493 -0.8 0.3 0.3 0.372
H 13.574 16.330 5.889 -0.2 0.3 0.6 0.357
H 19.984 10.795 15.109 -0.3 -0.4 -0.3 0.321
H 14.290 17.194 16.587 -0.5 0.2 -0.2 0.435
H 14.444 11.499 15.632 0.2 0.8 0.8 -0.434
H 13.115 15.796 13.518 0.2 -0.8 0.0 0.291
H 12.434 15.922 12.011 0.1 0.0 -1.0 0.664
H 17.635 10.665 14.654 -0.5 0.2 0.3 0.492
H 15.112 19.827 8.782 -0.1 -0.2 0.1 0.398
H 17.391 17.889 14.290 0.3 -0.7 -0.5 0.345
H 15.806 16.657 17.072 0.1 -0.6 -0.3 0.308
H 17.242 14.083 20.443 0.7 0.0 0.3 0.376
H 19.995 12.274 16.865 0.6 -0.6 -0.9 0.286
```
Positions in Å, forces in eV/Å.